The ion C6H11BrF2N3 with charge +1 at a distorted geometry, computed with ωB97M-V/def2-TZVPD.

Structure (XYZ):
```
23
Properties=species:S:1:pos:R:3:forces:R:3:mulliken_charge:R:1
C 0.2988 3.1060 0.1393 3.7 5.7 -0.9 -0.92
C -0.3441 2.0227 0.2211 -1.6 -3.7 0.2 0.62
Br -2.1987 2.0287 0.6049 -0.1 0.1 0.1 -0.10
N 0.1962 0.6738 0.1736 -1.5 0.8 -0.1 0.15
C 1.5935 0.4145 -0.1375 -1.5 -1.6 -0.7 -0.74
C 1.8265 0.0077 -1.5900 -0.9 -0.3 -0.2 0.25
F 1.9012 1.0635 -2.3963 -0.7 1.2 -0.4 -0.25
F 0.8177 -0.8299 -2.0331 -0.3 0.2 -0.3 -0.27
N -0.7190 -0.2873 -0.2544 -0.5 -0.2 -1.0 -0.13
C -0.9737 -1.2708 0.6012 0.1 0.5 1.0 0.68
C -1.8519 -2.4032 0.2683 2.1 -1.3 -1.9 -1.36
N -0.4467 -1.2834 1.8322 -2.2 -2.7 -2.1 -0.30
H -0.0548 4.1649 0.2254 -0.7 -1.5 0.2 0.26
H 1.3840 3.3023 -0.1030 -1.0 -1.3 0.2 0.24
H 1.8397 -0.4401 0.5318 0.9 1.0 -0.3 0.31
H 1.9876 1.3915 -0.0730 1.6 0.5 1.0 0.30
H 2.6562 -0.5480 -1.8581 2.3 -1.2 0.6 0.35
H -1.0699 -0.1959 -1.2888 0.6 -0.8 2.8 0.29
H -1.4043 -3.3988 0.4936 0.8 0.8 -0.3 0.41
H -2.6984 -2.5801 0.8595 -1.9 1.0 0.4 0.39
H -1.8917 -2.3721 -0.8235 -1.2 -0.4 0.2 0.33
H -0.8334 -2.0411 2.3918 0.6 0.6 0.3 0.28
H -0.0148 -0.5250 2.2149 1.4 2.4 1.3 0.21
```
Forces are in eV/Å.

Calculated values
- highest occupied orbital energy (Eh) = -0.475
- total charge = +1
- lowest unoccupied orbital energy (eV) = -3.220
- gap between HOMO and LUMO (hartree) = 0.35621
- SMILES = C=C(Br)N(CC(F)F)/[NH+]=C(/C)N
- energy above the lowest of the compared OMol25 structures with the same formula, charge and spin (eV) = 0.0000